A structure of composition C43H50BLaN4O6S2 in a non-equilibrium geometry. Source: OMol25; level of theory: ωB97M-V with the def2-TZVPD basis set.

Structure (XYZ):
```
107
Properties=species:S:1:pos:R:3:mulliken_charge:R:1
La 1.74 -1.30 -0.01 1.67
O 6.39 -5.59 5.81 -0.45
C 5.19 -5.27 5.33 0.59
O 4.18 -5.60 5.87 -0.52
C 5.15 -4.45 4.06 0.51
C 4.04 -3.62 3.89 -1.36
C 3.89 -2.90 2.73 0.46
C 4.81 -3.01 1.68 0.82
C 5.92 -3.86 1.86 -0.83
C 6.09 -4.55 3.04 -1.10
N 4.52 -2.31 0.51 0.30
C 5.42 -2.10 -0.38 -0.21
C 5.17 -1.39 -1.62 0.41
C 6.22 -1.25 -2.54 -0.88
C 5.99 -0.56 -3.72 -0.40
C 4.72 -0.05 -3.95 -1.04
C 3.74 -0.24 -2.99 -0.04
N 3.94 -0.90 -1.85 0.14
H 7.13 -5.21 5.32 0.32
H 3.30 -3.59 4.67 0.48
H 3.04 -2.23 2.60 0.06
H 6.63 -4.02 1.07 0.33
H 6.94 -5.20 3.13 0.38
H 6.45 -2.42 -0.25 0.31
H 7.18 -1.67 -2.31 0.43
H 6.78 -0.44 -4.44 0.47
H 4.50 0.50 -4.85 0.48
H 2.74 0.15 -3.15 0.45
C -3.81 0.46 -1.79 -0.97
C -2.98 -0.42 -0.88 -0.44
S -2.10 0.61 0.37 -0.12
O -1.03 -1.96 1.52 -0.25
C -3.77 0.39 2.66 -0.39
C -3.96 -0.05 4.12 -1.67
H -4.24 -0.14 -2.59 0.44
H -3.20 1.24 -2.25 -0.13
H -4.61 0.94 -1.24 0.27
H -2.22 -0.95 -1.46 0.54
H -3.59 -1.14 -0.35 0.59
H -5.83 0.72 2.23 0.72
H -3.66 1.48 2.65 0.70
H -3.92 -1.13 4.21 0.26
H -4.92 0.30 4.49 0.48
H -3.19 0.38 4.76 0.43
C -7.01 -1.44 1.87 -1.78
C -5.52 -1.33 1.87 1.29
C -5.03 0.08 1.85 -0.91
C -2.47 -0.15 2.06 3.01
C -1.30 0.35 2.93 -2.60
C -2.40 -1.62 1.84 -1.71
C -0.31 -2.52 2.45 0.01
O 0.88 -2.72 2.24 -0.49
C -3.33 -2.59 1.74 1.47
C -2.92 -4.00 1.40 -2.04
C -4.76 -2.44 1.86 -1.06
H -7.42 -0.86 1.05 0.38
H -7.41 -1.04 2.80 0.36
H -7.34 -2.47 1.77 0.46
H -4.86 0.39 0.81 -0.39
H -1.45 1.40 3.13 0.57
H -0.33 0.23 2.42 0.44
H -1.28 -0.19 3.87 0.60
H -0.80 -2.78 3.40 0.49
H -1.85 -4.18 1.37 0.29
H -3.32 -4.25 0.41 0.39
H -3.36 -4.71 2.11 0.47
H -5.28 -3.39 1.87 0.41
N 3.57 5.80 2.52 -0.37
C 3.14 4.74 3.20 -0.02
S 2.75 4.79 4.80 -0.28
C 2.92 3.47 2.50 0.69
C 3.30 2.26 3.09 -0.81
C 3.01 1.07 2.45 -0.57
N 2.33 1.00 1.30 0.37
C 1.93 2.15 0.75 -0.53
C 2.22 3.39 1.29 -0.94
H 3.72 6.66 3.03 0.23
H 3.88 5.76 1.57 0.21
H 3.82 2.27 4.03 0.51
H 3.33 0.13 2.88 0.46
H 1.35 2.08 -0.16 0.77
H 1.87 4.29 0.79 0.50
C -3.22 4.35 -3.99 -1.83
C -2.69 3.52 -5.16 1.99
C -1.87 4.43 -6.09 -1.74
C -3.90 2.97 -5.93 -1.65
C -1.81 2.38 -4.69 0.63
C -1.52 1.31 -5.55 -0.62
C -0.81 0.19 -5.16 -1.93
C -0.38 0.15 -3.85 1.13
O 0.26 -0.84 -3.14 -0.40
B 0.44 -0.37 -1.85 0.29
O -0.03 0.94 -1.78 -0.43
C -0.57 1.24 -3.00 0.87
C -1.28 2.36 -3.40 -1.31
H -3.95 5.07 -4.35 0.46
H -2.43 4.90 -3.50 0.33
H -3.71 3.71 -3.26 0.35
H -2.50 5.24 -6.46 0.46
H -1.48 3.88 -6.94 0.37
H -1.03 4.87 -5.55 0.38
H -4.60 3.78 -6.14 0.47
H -4.42 2.22 -5.35 0.35
H -3.61 2.54 -6.89 0.39
H -1.88 1.35 -6.56 0.43
H -0.63 -0.63 -5.83 0.51
H -1.42 3.17 -2.70 0.41
```

The value obtained for the energy is -3191.46469 Eh. The LUMO energy is -6.203 eV. The HOMO-LUMO gap comes out at 6.5 eV. Its net charge is +2. The energy above the lowest of the compared OMol25 structures with the same formula, charge and spin comes out at 58.6 kcal per mole.

A structure of composition C20H32MnN3OPSi in a non-equilibrium geometry. Source: OMol25; level of theory: ωB97M-V with the def2-TZVPD basis set.

Structure (XYZ):
```
59
Properties=species:S:1:pos:R:3:mulliken_charge:R:1
Mn -0.49 -0.07 -0.21 0.21
Si 1.93 0.07 -0.77 1.15
P -1.05 0.40 -2.60 1.03
N -0.50 -1.83 -0.53 -0.43
H -0.71 2.97 1.87 0.00
C -2.82 0.71 -3.06 -1.29
H -2.95 0.85 -4.15 0.41
H -3.18 1.61 -2.53 0.35
H -3.43 -0.15 -2.73 0.33
C -0.21 1.85 -3.37 -1.01
H -0.54 2.02 -4.40 0.43
H 0.88 1.68 -3.35 0.25
H -0.42 2.75 -2.76 0.22
C -0.59 -0.99 -3.72 -1.12
H -0.74 -0.72 -4.78 0.45
H -1.21 -1.87 -3.47 0.29
H 0.46 -1.25 -3.54 0.25
C 2.61 1.86 -0.60 -0.91
H 2.36 2.28 0.39 0.13
H 2.16 2.53 -1.36 0.22
H 3.71 1.89 -0.72 0.39
H 2.86 -0.78 0.07 -0.32
H 2.31 -0.35 -2.18 -0.27
C -0.48 -3.19 -0.72 -0.27
C -1.59 -5.36 -0.64 -0.45
C -1.63 -3.98 -0.44 -0.38
C 0.69 -3.82 -1.19 0.08
C 0.71 -5.21 -1.39 -0.50
C -0.43 -5.99 -1.11 -0.43
H -2.48 -5.96 -0.43 0.33
H -2.53 -3.48 -0.08 0.36
H 1.57 -3.21 -1.40 0.23
H 1.63 -5.69 -1.75 0.34
H -0.40 -7.07 -1.27 0.34
C -1.25 2.95 0.89 0.87
O -0.98 1.73 0.27 -0.87
C -2.75 3.07 1.18 -1.50
H -3.09 4.11 0.99 0.43
H -2.98 2.82 2.23 0.34
H -3.32 2.39 0.52 0.25
C -0.73 4.10 0.02 -1.28
H -1.51 4.45 -0.67 0.44
H 0.15 3.76 -0.56 0.14
H -0.40 4.94 0.65 0.34
N 1.01 -1.70 3.40 0.02
C 0.46 -1.62 2.17 -0.70
N 0.49 -0.36 1.64 0.51
C 1.09 0.37 2.63 -0.01
C 1.39 1.73 2.75 0.09
C 1.97 2.22 3.93 -1.49
C 2.26 1.34 5.00 -0.49
C 1.97 -0.02 4.88 -1.10
C 1.39 -0.46 3.69 1.22
H 1.08 -2.55 4.00 0.32
H 0.03 -2.48 1.71 0.44
H 1.19 2.43 1.98 0.39
H 2.20 3.27 4.03 0.44
H 2.69 1.72 5.91 0.40
H 2.17 -0.71 5.69 0.39
```

Its spin multiplicity is 4. The value obtained for the energy is -2802.57926 Eh. The LUMO energy (spin up / spin down) is -0.165 / 0.508 eV. The HOMO-LUMO gap (spin up / spin down) comes out at 6.2 / 7.2 eV. Its net charge is 0.

A structure of composition C30H43N2O6PmSi in a non-equilibrium geometry. Source: OMol25; level of theory: ωB97M-V with the def2-TZVPD basis set.

Structure (XYZ):
```
83
Properties=species:S:1:pos:R:3:mulliken_charge:R:1
Pm 0.23 0.01 0.06 0.47
O 1.26 3.29 0.29 -0.72
C 0.57 2.47 0.88 -0.13
O -0.50 1.93 0.43 -0.30
C 0.95 2.05 2.34 -0.13
C -0.17 1.21 2.96 0.10
C 0.10 1.00 4.46 -1.05
C 1.18 -0.10 4.42 -0.84
C 1.42 -0.22 2.90 0.04
O 0.08 -0.09 2.39 -0.43
C 2.13 1.06 2.41 -0.15
C 2.92 0.86 1.06 0.21
O 4.13 0.92 1.11 -0.75
O 2.22 0.61 0.03 -0.35
H 1.16 2.97 2.89 0.58
H -1.19 1.54 2.72 0.72
H -0.80 0.67 4.99 0.34
H 0.45 1.91 4.92 0.35
H 0.79 -1.05 4.81 0.35
H 2.08 0.16 4.97 0.42
H 1.86 -1.17 2.59 0.45
H 2.89 1.38 3.14 0.76
C -0.04 1.87 -2.69 -1.29
N -0.18 0.45 -2.33 0.81
C 0.84 -0.32 -3.06 -1.17
C -1.52 -0.06 -2.69 0.22
C -2.59 0.41 -1.70 -1.37
N -2.40 -0.11 -0.34 1.10
C -3.19 0.71 0.59 -1.32
C -2.90 -1.49 -0.25 -1.06
H -0.26 2.02 -3.76 0.34
H 0.97 2.20 -2.47 0.34
H -0.72 2.48 -2.09 0.38
H 0.71 -0.23 -4.15 0.39
H 0.77 -1.38 -2.79 0.18
H 1.84 0.04 -2.79 0.34
H -1.47 -1.15 -2.70 -0.71
H -1.80 0.29 -3.70 0.50
H -3.58 0.12 -2.09 0.44
H -2.56 1.50 -1.64 0.43
H -4.25 0.72 0.31 0.44
H -2.81 1.73 0.58 0.38
H -3.10 0.31 1.60 0.23
H -3.95 -1.55 -0.57 0.42
H -2.83 -1.84 0.78 0.38
H -2.29 -2.15 -0.87 -0.02
C 0.49 -6.41 -0.38 -1.88
C -0.04 -5.10 0.19 2.33
C 0.32 -5.03 1.68 -1.89
C -1.56 -5.12 0.06 -1.55
Si 0.70 -3.56 -0.70 -1.26
O 0.10 -2.18 -0.21 1.38
C 2.58 -3.60 -0.42 0.62
C 3.15 -2.49 0.18 -0.34
C 4.49 -2.41 0.50 -0.55
C 5.32 -3.48 0.21 -0.86
C 4.79 -4.60 -0.41 -0.94
C 3.44 -4.66 -0.73 -0.41
C 0.40 -3.75 -2.59 0.42
C -0.89 -3.64 -3.11 -0.18
C -1.14 -3.71 -4.47 -0.71
C -0.09 -3.91 -5.35 -0.69
C 1.20 -4.01 -4.86 -0.83
C 1.43 -3.93 -3.49 -0.09
H -0.04 -7.26 0.04 0.51
H 1.54 -6.53 -0.15 0.32
H 0.36 -6.44 -1.46 0.31
H -0.10 -5.88 2.22 0.51
H -0.07 -4.11 2.11 0.26
H 1.40 -5.04 1.80 0.35
H -1.99 -5.95 0.63 0.58
H -1.85 -5.26 -0.98 0.31
H -1.99 -4.19 0.43 0.09
H 2.49 -1.65 0.40 0.32
H 4.89 -1.51 0.95 0.46
H 6.37 -3.44 0.45 0.39
H 5.43 -5.44 -0.65 0.42
H 3.06 -5.53 -1.23 0.41
H -1.72 -3.51 -2.43 0.16
H -2.15 -3.63 -4.84 0.45
H -0.28 -3.98 -6.41 0.40
H 2.02 -4.17 -5.54 0.43
H 2.45 -4.01 -3.13 0.43
```

Its spin multiplicity is 5. The value obtained for the energy is -2627.97503 Eh. The LUMO energy (spin up / spin down) is 0.234 / 0.235 eV. The HOMO-LUMO gap (spin up / spin down) comes out at 9.0 / 9.0 eV. Its net charge is 0.